(1)
The following is a quantum chemistry calculation of a 2-piece molecular cluster, C3H11N2O overall, from OMol25.

```
17
C3H11N2O ωB97M-V/def2-TZVPD
C -2.81 0.89 -1.29
C -2.32 -0.03 -0.34
C 1.89 0.13 0.53
N 2.71 0.87 1.48
N 2.13 -1.37 0.51
O -1.03 -0.17 -0.09
H -3.70 0.62 -1.84
H -2.96 1.92 -0.93
H -2.03 0.97 -1.95
H -2.98 -0.80 0.10
H 1.74 0.42 -0.52
H 2.38 0.73 2.41
H 2.75 1.87 1.18
H 3.12 -1.74 0.36
H 1.44 -1.72 -0.16
H 1.87 -1.93 1.32
H -0.50 0.47 -0.55
```

As for the charge: +1. Its frontier orbital gap (spin up / spin down) is 9.682 / 4.455 eV.

These are the Mulliken partial charges, in e, on atoms 1 to 8: atom 1 (C): -0.97, atom 2 (C): -0.03, atom 3 (C): -0.31, atom 4 (N): -0.47, atom 5 (N): -0.39, atom 6 (O): -0.41, atom 7 (H): 0.31, atom 8 (H): 0.26

(2)
The following is a quantum chemistry calculation of an isolated ion of composition C3H11N2O and charge +1, from OMol25.

```
17
C3H11N2O ωB97M-V/def2-TZVPD
C -0.50 0.55 -1.53
C -0.04 0.26 -0.08
C 0.78 1.40 0.53
N 0.91 -0.96 -0.20
O -1.26 -0.04 0.72
N -1.11 -1.37 1.23
H -1.19 -0.21 -1.77
H -1.06 1.52 -1.80
H 0.35 0.57 -2.27
H 1.61 1.71 -0.13
H 0.15 2.26 0.94
H 1.34 0.98 1.37
H 0.90 -1.47 -1.09
H 0.53 -1.65 0.57
H 1.71 -0.53 0.15
H -1.12 -1.11 2.24
H -2.01 -1.90 1.11
```

As for the charge: +1. As for the structure (SMILES): CC(C)([NH3+])ON. Its frontier orbital gap is 11.966 eV.

These are the Mulliken partial charges, in e, on atoms 1 to 8: atom 1 (C): -1.43, atom 2 (C): 1.00, atom 3 (C): -1.51, atom 4 (N): -0.28, atom 5 (O): -0.27, atom 6 (N): -0.53, atom 7 (H): 0.42, atom 8 (H): 0.33

(3)
The following is a quantum chemistry calculation of a 2-piece molecular cluster, C3H11N2O overall, from OMol25.

```
17
C3H11N2O ωB97M-V/def2-TZVPD
C -0.75 -1.44 -1.35
C -0.26 -0.48 -0.31
C 0.59 -0.71 0.70
N 1.23 -1.90 0.91
N -0.71 0.92 -0.53
H -0.82 -2.44 -0.93
H -0.12 -1.45 -2.23
H -1.78 -1.22 -1.60
H 0.66 0.05 1.47
H 0.81 -2.74 0.53
H 1.55 -2.08 1.85
H -1.69 1.07 -0.30
H -0.64 1.09 -1.54
H -0.10 1.62 -0.08
H 0.72 3.59 0.43
H 0.60 3.25 1.93
O 0.73 2.86 1.05
```

As for the charge: +1. Its frontier orbital gap is 9.309 eV.

These are the Mulliken partial charges, in e, on atoms 1 to 8: atom 1 (C): -1.46, atom 2 (C): 0.47, atom 3 (C): -0.31, atom 4 (N): -0.44, atom 5 (N): -0.16, atom 6 (H): 0.43, atom 7 (H): 0.31, atom 8 (H): 0.39

Need the numbers? Relative energies in eV: (1) 4.543; (2) 2.404; (3) 0.000.

(1)
The following is a quantum chemistry calculation of CH6P2S as an isolated structure, from OMol25.

```
10
CH6P2S ωB97M-V/def2-TZVPD
C 0.14 -1.52 0.70
P 0.12 1.35 -1.54
P -1.66 2.17 -0.59
S 1.37 -0.39 0.11
H 0.29 -2.48 0.20
H 0.32 -1.82 1.74
H -0.91 -1.19 0.49
H 0.19 -0.09 -1.53
H -0.92 3.40 -0.67
H 1.07 0.57 1.09
```

Its frontier orbital gap is 7.460 eV.

These are the Mulliken partial charges, in e, on atoms 1 to 8: atom 1 (C): -0.70, atom 2 (P): -0.03, atom 3 (P): -0.12, atom 4 (S): -0.29, atom 5 (H): 0.28, atom 6 (H): 0.31, atom 7 (H): 0.28, atom 8 (H): 0.06

(2)
The following is a quantum chemistry calculation of one molecule with the formula CH6P2S, from OMol25.

```
10
CH6P2S ωB97M-V/def2-TZVPD
P 0.90 0.38 0.63
C -0.08 0.65 -1.02
P -1.56 -0.38 -0.81
S -2.49 0.39 0.69
H 0.27 1.35 1.33
H 1.74 1.19 0.02
H 0.69 0.46 -1.79
H -0.47 1.86 -0.89
H -2.41 -0.36 -1.95
H -1.11 -1.77 -0.69
```

As for the structure (SMILES): PC[PH2]=S. Its frontier orbital gap is 9.543 eV.

These are the Mulliken partial charges, in e, on atoms 1 to 8: atom 1 (P): 0.05, atom 2 (C): -0.74, atom 3 (P): 0.16, atom 4 (S): -0.41, atom 5 (H): 0.04, atom 6 (H): 0.01, atom 7 (H): 0.41, atom 8 (H): 0.29

Need the numbers? Relative energies in eV: (1) 1.322; (2) 0.000.

(1)
The following is a quantum chemistry calculation of a 2-piece molecular cluster, C7H17NO overall, from OMol25.

```
26
C7H17NO ωB97M-V/def2-TZVPD
C 0.35 0.44 2.38
C -0.62 -0.57 1.59
N -0.40 -1.37 0.38
C 0.63 -2.43 0.19
C -1.29 -1.20 -0.65
C -2.49 -0.34 -0.64
O -1.08 -1.93 -1.63
H 0.09 1.47 2.07
H 1.36 -0.01 2.37
H -0.10 0.41 3.33
H -0.90 -1.37 2.33
H -1.54 -0.08 1.34
H 1.17 -2.46 1.14
H 0.16 -3.18 -0.32
H 1.13 -2.06 -0.79
H -3.37 -1.05 -0.68
H -2.76 0.47 0.02
H -2.58 0.11 -1.65
C 1.28 1.21 -1.04
C 1.79 2.52 -1.65
H 1.92 0.83 -0.26
H 0.31 1.48 -0.54
H 1.14 0.42 -1.79
H 1.95 2.45 -2.75
H 2.75 2.91 -1.34
H 1.10 3.32 -1.42
```

As for the structure (SMILES): CCN(C)C(C)=O.CC. Its frontier orbital gap is 9.543 eV.

These are the Mulliken partial charges, in e, on atoms 1 to 8: atom 1 (C): -1.15, atom 2 (C): -0.55, atom 3 (N): 0.19, atom 4 (C): -1.07, atom 5 (C): 0.79, atom 6 (C): -1.21, atom 7 (O): -0.70, atom 8 (H): 0.28

(2)
The following is a quantum chemistry calculation of C7H17NO as an isolated structure, from OMol25.

```
26
C7H17NO ωB97M-V/def2-TZVPD
C -0.06 1.24 0.90
C -1.39 1.90 1.16
C -1.60 -0.33 1.94
C 1.82 -1.01 0.40
C 0.48 -1.23 1.05
O 0.14 -2.36 1.39
N -0.31 -0.18 1.25
H 0.27 1.34 -0.14
H 0.66 1.66 1.61
H -2.04 1.82 0.24
H -1.21 2.92 1.42
H -1.46 -0.93 2.84
H 1.67 -0.45 -0.51
H -1.87 1.40 1.98
H -1.87 0.66 2.19
H -2.38 -0.80 1.32
H 2.47 -0.47 1.11
H 2.31 -1.97 0.07
C 0.50 0.83 -2.86
C 0.50 0.45 -4.33
H 0.04 0.06 -2.22
H 1.52 1.02 -2.52
H -0.14 1.68 -2.72
H 0.93 1.25 -4.87
H -0.52 0.22 -4.66
H 1.15 -0.41 -4.54
```

Its frontier orbital gap is 9.836 eV.

These are the Mulliken partial charges, in e, on atoms 1 to 8: atom 1 (C): -0.14, atom 2 (C): -1.04, atom 3 (C): -0.91, atom 4 (C): -0.78, atom 5 (C): 0.69, atom 6 (O): -0.66, atom 7 (N): 0.13, atom 8 (H): 0.10

Need the numbers? Relative energies in eV: (1) 0.000; (2) 1.780.